# 1
This record from OMol25 describes a structure of composition C32H47CrN4PS2. The level of theory is ωB97M-V/def2-TZVPD.

```
! wB97M-V def2-TZVPD RIJCOSX def2/J DEFGRID3
* xyz 1 4
Cr -0.80887 -0.86530 -0.52237
C 2.39298 -2.98302 0.52984
C 2.84210 -1.57560 0.15376
C 4.30228 -1.62018 -0.30026
P 1.62774 -0.79018 -1.00696
C 2.02397 -1.33401 -2.72978
C 0.81213 -1.10665 -3.63070
C 3.24063 -0.65342 -3.35765
C 1.81769 0.99874 -0.93281
C 3.02331 1.69323 -1.03865
C 3.07378 3.07719 -0.99939
C 4.37429 3.81613 -1.11052
C 1.86862 3.76300 -0.85380
C 0.65812 3.10592 -0.74498
C 0.61110 1.70690 -0.77868
N -0.60148 0.99623 -0.64907
C -1.78473 1.81296 -0.66489
C -2.34488 2.18704 -1.88995
C -1.75634 1.72411 -3.18372
C -3.47207 2.99484 -1.88195
C -4.05659 3.43102 -0.69764
C -5.29536 4.27483 -0.72267
C -3.47593 3.04381 0.49967
C -2.34361 2.23886 0.53752
C -1.73630 1.85447 1.85198
H 2.99100 -3.34361 1.36702
H 2.56420 -3.67271 -0.29850
H 1.34263 -3.02951 0.81407
H 2.78040 -0.93591 1.04297
H 4.41458 -2.22928 -1.19633
H 4.90355 -2.08795 0.48058
H 4.72475 -0.63739 -0.49225
H 2.21245 -2.41168 -2.63742
H 0.57974 -0.04271 -3.68224
H -0.07707 -1.63826 -3.29216
H 1.03953 -1.43968 -4.64345
H 3.05588 0.41413 -3.47953
H 3.40726 -1.07273 -4.35031
H 4.15707 -0.77895 -2.78699
H 3.94714 1.14907 -1.17834
H 5.17605 3.15759 -1.44076
H 4.66677 4.24355 -0.15051
H 4.29822 4.63680 -1.82283
H 1.87689 4.84500 -0.82979
H -0.25456 3.67228 -0.63606
H -1.63404 0.63854 -3.18196
H -0.77710 2.17329 -3.36378
H -2.40744 1.98870 -4.01377
H -3.91295 3.28211 -2.82803
H -5.24407 5.02548 -1.50988
H -5.44611 4.78542 0.22692
H -6.17608 3.65961 -0.91322
H -3.90844 3.38207 1.43290
H -2.16759 2.44366 2.65874
H -0.65661 2.01808 1.84776
H -1.91240 0.80011 2.07187
S -3.13441 -1.05278 -1.06192
C -2.57265 -2.66743 -1.37477
C -3.35385 -3.79105 -1.67182
C -2.72177 -4.98929 -1.90070
C -1.32805 -5.07538 -1.82310
C -0.62381 -3.93737 -1.50882
N -1.23458 -2.76582 -1.29923
H -4.42773 -3.69141 -1.71948
H -3.30407 -5.86792 -2.14024
H -0.81081 -6.00506 -1.99925
H 0.45480 -3.93848 -1.42189
C -2.61278 -2.09971 4.80377
C -1.24922 -2.71764 4.54571
N -0.27551 -1.73349 4.07556
C -0.15505 -1.31876 2.81440
S -1.10271 -2.04642 1.59351
N 0.73082 -0.35902 2.52169
C 1.60142 0.32082 3.46717
C 0.91192 1.39333 4.29303
H -3.31124 -2.86711 5.13119
H -3.00732 -1.64766 3.89558
H -2.55953 -1.33886 5.58062
H -1.30732 -3.51309 3.80289
H -0.83115 -3.15148 5.45424
H 0.26418 -1.25615 4.78005
H 0.68615 -0.00965 1.57436
H 2.41098 0.75722 2.87889
H 2.08031 -0.43163 4.10360
H 0.53005 2.18867 3.65685
H 1.62286 1.82881 4.99168
H 0.07382 0.99779 4.86544
*
```

- E_LUMO (spin up / spin down) (eV) = -3.398 / -2.342
- molecular weight (g mol⁻¹) = 634.860


# 2
This record from OMol25 describes a structure of composition C32H47N5PtSi2. The level of theory is ωB97M-V/def2-TZVPD.

```
! wB97M-V def2-TZVPD RIJCOSX def2/J DEFGRID3
* xyz -2 3
Pt -0.02784 0.45162 -1.09552
C 4.99866 -5.01463 2.37471
C 3.86649 -4.06406 2.07937
C 2.56422 -4.29303 2.52205
C 1.51927 -3.44716 2.21354
C 1.67103 -2.26198 1.41599
N 0.67705 -1.45185 1.08807
C -0.49945 -1.59423 1.79286
C -0.57763 -1.05235 3.08995
C -1.70792 -1.13434 3.87833
C -2.85341 -1.76673 3.40261
C -4.13092 -1.78473 4.20259
C -2.81057 -2.29389 2.12426
C -1.67277 -2.22450 1.32456
N -1.75175 -2.82022 0.02779
C -2.61577 -3.79182 -0.36946
C -2.43744 -3.95596 -1.72076
C -1.43233 -3.02461 -2.05722
N -1.02658 -2.35469 -0.99883
C 3.02967 -2.04272 0.99652
C 4.05218 -2.91880 1.30938
N 3.40920 -0.85302 0.29711
C 4.40995 -0.02219 0.67579
C 4.55419 0.91662 -0.31910
C 3.57820 0.56366 -1.27073
N 2.90038 -0.50618 -0.89536
H 4.70434 -5.73816 3.13908
H 5.88774 -4.49293 2.74371
H 5.30736 -5.58605 1.49148
H 2.35659 -5.17239 3.12893
H 0.53082 -3.68439 2.58935
H 0.31641 -0.55614 3.45099
H -1.70895 -0.68911 4.86888
H -3.92598 -1.80665 5.27512
H -4.74133 -2.65661 3.95810
H -4.73397 -0.89431 3.99981
H -3.71461 -2.72613 1.71094
H -3.25985 -4.30080 0.32482
H -2.95147 -4.65370 -2.36114
H -0.99076 -2.79377 -3.01441
H 5.04109 -2.67809 0.92576
H 4.89116 -0.14525 1.63128
H 5.22731 1.75798 -0.33040
H 3.29845 1.05586 -2.18972
C 1.28624 3.80221 -0.94697
Si 0.42572 3.05641 0.56183
C -0.10525 4.62444 1.53535
C 1.71193 2.26620 1.69546
C -0.91913 1.84022 0.30337
Si -2.69639 2.11604 -0.00258
C -3.28731 2.33693 -1.78078
C -3.42442 3.63893 0.89524
C -3.71407 0.66410 0.65001
H 2.25874 4.21193 -0.64945
H 0.69494 4.61349 -1.38550
H 1.44029 3.02818 -1.69981
H 0.77505 5.24101 1.75811
H -0.57662 4.35683 2.48653
H -0.81021 5.24194 0.97391
H 2.67886 2.77728 1.68261
H 1.86085 1.22236 1.40557
H 1.33099 2.28140 2.72365
H -0.90655 1.27317 1.25774
H -2.95905 3.27973 -2.22638
H -4.38382 2.30904 -1.79770
H -2.90157 1.51727 -2.38973
H -3.00927 4.56727 0.49647
H -3.20508 3.61249 1.96727
H -4.51341 3.67585 0.77071
H -3.59633 -0.20530 -0.00416
H -4.77889 0.91977 0.69743
H -3.38273 0.37242 1.65064
C -0.21267 0.35550 -5.40036
C 0.33561 1.22615 -4.25438
C 1.71984 1.74907 -4.68436
C -0.59768 2.42098 -4.06784
C 0.47488 0.40169 -2.99672
H -0.29720 0.92634 -6.33637
H -1.20042 -0.02849 -5.13431
H 0.44574 -0.50026 -5.57594
H 1.66633 2.29653 -5.63603
H 2.41949 0.91633 -4.80283
H 2.12093 2.42310 -3.92340
H -0.57933 3.07985 -4.94673
H -0.30988 2.99297 -3.18553
H -1.61886 2.07752 -3.91558
H 1.11922 -0.47649 -3.19953
*
```

- E_LUMO (spin up / spin down) (eV) = 4.625 / 4.622
- relative energy (zero: lowest compared OMol25 entry of this formula, charge and spin) (kcal per mole) = 4.0
- molecular weight (g mol⁻¹) = 753.013


# 3
This record from OMol25 describes a structure of composition C32H48As3BiF4N4OS5. The level of theory is ωB97M-V/def2-TZVPD.

```
! wB97M-V def2-TZVPD RIJCOSX def2/J DEFGRID3
* xyz 0 1
Bi 1.10265 -0.65040 -0.55989
C 1.08840 0.56360 -5.23589
C 0.81925 0.30757 -3.75481
N 1.96892 -0.22783 -2.98041
C 2.52731 -1.44847 -3.60680
C 1.47323 -2.49164 -3.96033
C 3.02586 0.79069 -2.81358
C 2.69152 1.91189 -1.77769
N 1.44925 1.62670 -1.05495
C 0.56560 2.64268 -0.84265
C -0.81938 2.41949 -0.89419
F -1.25283 1.19043 -1.25542
C -1.75775 3.39238 -0.63590
F -3.05831 3.06799 -0.72227
C -1.39201 4.68278 -0.31359
C -0.03596 4.93947 -0.26370
F 0.38514 6.16331 0.07867
C 0.90930 3.96746 -0.51221
F 2.20343 4.28814 -0.33794
H 0.19368 1.00348 -5.67930
H 1.31748 -0.35232 -5.78391
H 1.90969 1.26659 -5.38606
H -0.01229 -0.39347 -3.64985
H 0.51610 1.23511 -3.28004
H 3.25131 -1.86495 -2.90461
H 3.07829 -1.17571 -4.51550
H 0.81134 -2.69528 -3.11865
H 1.97295 -3.42760 -4.21398
H 0.86658 -2.19161 -4.81857
H 3.24931 1.24360 -3.78449
H 3.92233 0.26967 -2.49388
H 2.60943 2.86008 -2.31058
H 3.54397 2.00362 -1.10317
H -2.12520 5.45155 -0.11468
C -2.65060 -1.63477 2.13960
As -1.98651 0.00896 1.27828
C -3.71707 0.50228 0.50042
C -2.13029 1.23538 2.81668
C -0.84564 1.49128 3.61582
C 0.11616 2.37158 2.80893
C -0.15374 0.15098 3.98570
As 1.04273 -0.71796 2.63735
C 1.20496 -2.46135 3.50000
C 2.71351 0.03982 3.32477
C -1.20404 2.17729 4.95063
As -1.94975 4.00792 5.16528
C -0.34818 5.08583 4.79422
C -2.89138 4.41212 3.48920
H -3.46017 -1.40943 2.83597
H -1.85722 -2.15866 2.67221
H -3.03276 -2.29864 1.36230
H -4.46623 0.60558 1.28608
H -4.03143 -0.27785 -0.19377
H -3.63687 1.44231 -0.04681
H -2.92135 0.85828 3.47223
H -2.48314 2.17625 2.39208
H 0.39582 1.88876 1.86981
H 1.02929 2.57481 3.37624
H -0.34651 3.32605 2.55198
H -0.90650 -0.58149 4.28559
H 0.49819 0.30936 4.84306
H 1.41146 -2.33295 4.56089
H 2.02840 -2.99610 3.02647
H 0.29751 -3.04870 3.36805
H 2.63938 0.17013 4.40377
H 2.92439 0.99857 2.85260
H 3.53230 -0.63678 3.09610
H -0.30534 2.23134 5.57471
H -1.90197 1.53453 5.49327
H 0.48124 4.74385 5.41431
H -0.56539 6.11976 5.06387
H -0.04686 5.05721 3.74716
H -3.76693 3.77443 3.37425
H -2.25397 4.32409 2.60884
H -3.23246 5.44526 3.56741
O 6.76334 -4.96412 -0.40099
C 5.78115 -4.27460 -0.34449
S 5.82113 -2.52150 -0.06442
C 4.08426 -2.27731 -0.10306
C 3.30299 -3.34863 -0.31150
S 1.56596 -3.34247 -0.39998
S 4.12718 -4.88267 -0.53683
S 3.55775 -0.61557 0.10263
N -2.96654 -6.49068 -3.82354
C -2.68832 -5.28189 -4.33071
S -2.66709 -5.00831 -5.95709
C -2.38181 -4.21732 -3.32269
C -1.90810 -4.52841 -2.05237
C -1.61631 -3.49932 -1.16974
N -1.77344 -2.21294 -1.47180
C -2.24344 -1.91836 -2.68908
C -2.55254 -2.87352 -3.63896
H -3.15856 -7.24097 -4.46361
H -3.05066 -6.65486 -2.83617
H -1.70634 -5.54902 -1.75024
H -1.22277 -3.71780 -0.18112
H -2.37192 -0.85973 -2.90088
H -2.91753 -2.59834 -4.61806
*
```

- E_LUMO (eV) = -0.729
- relative energy (zero: lowest compared OMol25 entry of this formula, charge and spin) (kcal per mole) = 22.7
- molecular weight (g mol⁻¹) = 1174.836


# 4
This record from OMol25 describes a structure of composition C32H48AsF6MnO24. The level of theory is ωB97M-V/def2-TZVPD.

```
! wB97M-V def2-TZVPD RIJCOSX def2/J DEFGRID3
* xyz 1 6
Mn -0.06435 1.45979 -3.79332
As 0.82883 0.54537 -0.18944
F 1.09676 -0.38231 1.27786
F 0.84181 -0.93708 -1.12769
F 0.33731 1.45615 -1.66771
F 0.73981 1.98867 0.77928
F 2.51114 0.86379 -0.41180
F -0.88716 0.31672 0.13993
C 3.80584 -2.47678 -0.29806
C 3.63134 -2.63197 1.19953
C 2.45428 -3.47707 1.67099
O 2.98714 -4.14554 2.80747
C 4.32579 -4.13949 2.75115
O 5.00349 -4.70348 3.54751
O 4.74683 -3.37424 1.70838
H 4.10696 -3.43822 -0.72121
H 4.56502 -1.77154 -0.64014
H 2.87822 -2.10553 -0.74047
H 3.60561 -1.65658 1.69372
H 2.10137 -4.14809 0.87702
H 1.54249 -2.97186 1.98823
C -0.04174 -1.31155 4.78008
C -1.50581 -1.36918 4.37740
C -1.73855 -1.42218 2.87351
O -2.59961 -2.55658 2.70949
C -2.75893 -3.22616 3.88958
O -3.49470 -4.14047 4.03789
O -2.03863 -2.62009 4.83671
H 0.10611 -1.42197 5.84905
H 0.33644 -0.32328 4.49460
H 0.53210 -1.99825 4.15783
H -2.12338 -0.55665 4.76253
H -0.84278 -1.62176 2.28456
H -2.28744 -0.55954 2.50532
C -1.28983 -3.26556 -0.26234
C -1.39082 -3.39515 -1.75834
C -0.30761 -4.30245 -2.42462
O -1.06460 -5.13534 -3.27773
C -2.39561 -4.94881 -3.08059
O -3.26119 -5.50437 -3.68182
O -2.60059 -4.08625 -2.09784
H -2.02437 -2.54165 0.08151
H -0.28839 -2.91107 -0.00229
H -1.41365 -4.16745 0.33810
H -1.43907 -2.43369 -2.27269
H 0.14323 -4.84280 -1.59068
H 0.38890 -3.64195 -2.93178
C -1.85324 3.69431 0.41824
C -2.36953 3.28399 1.77288
C -3.06271 1.92051 1.75137
O -2.71697 1.35910 3.01054
C -1.63914 2.01273 3.50052
O -1.04439 1.69713 4.47993
O -1.30753 3.05076 2.71095
H -1.28762 2.92050 -0.09922
H -1.27582 4.61414 0.51353
H -2.69264 3.91987 -0.24777
H -3.03052 4.03040 2.21841
H -2.66602 1.24408 0.98851
H -4.14548 2.03841 1.71412
C 0.21765 7.59134 -2.14408
C -0.65546 6.52631 -1.52513
C -2.07470 6.47663 -2.11146
O -2.20867 5.11932 -2.56749
C -1.01395 4.53752 -2.55764
O -0.82436 3.41618 -2.98233
O -0.11527 5.22264 -1.89416
H 1.12988 7.73561 -1.56128
H -0.26713 8.55321 -2.30349
H 0.63972 7.30876 -3.11359
H -0.68595 6.69945 -0.45152
H -2.17315 7.12700 -2.97924
H -2.84321 6.58640 -1.34938
C 3.07802 -3.62702 -5.42617
C 3.22282 -2.74915 -4.17674
C 4.37756 -1.75096 -4.22314
O 3.73993 -0.50107 -3.97248
C 2.44325 -0.66454 -3.76842
O 1.71205 0.27881 -3.54136
O 2.06736 -1.90630 -3.99634
H 3.59578 -3.19114 -6.27678
H 2.01936 -3.74942 -5.66243
H 3.42135 -4.64015 -5.22648
H 3.34270 -3.40161 -3.31335
H 4.88082 -1.69318 -5.18919
H 5.15159 -1.91669 -3.47401
C -4.50551 -2.31208 -0.84317
C -4.44004 -1.35452 -2.06181
C -5.08226 0.00869 -1.70134
O -4.10202 0.93972 -2.13976
C -2.97460 0.32943 -2.48321
O -1.96846 0.89620 -2.82411
O -3.10234 -0.98095 -2.34726
H -3.68350 -2.03264 -0.18892
H -4.50638 -3.32393 -1.24141
H -5.44839 -2.17203 -0.31624
H -4.96952 -1.77261 -2.91572
H -5.20395 0.20093 -0.63519
H -6.03629 0.15108 -2.20632
C 1.74489 3.68240 3.38769
C 2.31165 2.30789 3.63320
C 3.36592 1.86965 2.59334
O 4.54916 1.61139 3.32827
C 4.30109 1.76293 4.64617
O 5.03267 1.39110 5.50870
O 3.10840 2.35817 4.83175
H 1.01858 3.90887 4.16883
H 1.16786 3.72974 2.45875
H 2.46401 4.49104 3.25566
H 1.52966 1.55693 3.73319
H 3.56160 2.65499 1.86276
H 3.02339 0.95720 2.10311
*
```

- E_LUMO (spin up / spin down) (eV) = -5.206 / -5.470
- relative energy (zero: lowest compared OMol25 entry of this formula, charge and spin) (kcal per mole) = 0.0
- molecular weight (g mol⁻¹) = 1060.560


# 5
This record from OMol25 describes a structure of composition C32H48AsN4O8PSTe2W. The level of theory is ωB97M-V/def2-TZVPD.

```
! wB97M-V def2-TZVPD RIJCOSX def2/J DEFGRID3
* xyz -1 2
W 0.44337 1.27560 -1.86325
O 3.32653 -0.47905 -1.85895
As 3.77098 1.22659 -1.75983
O 4.98518 1.48273 -0.70779
O 2.30010 1.97251 -1.35494
C 4.37012 1.56845 -3.57200
C 5.62836 2.14609 -3.66562
C 6.19647 2.37264 -4.91519
C 5.51054 2.01141 -6.06383
C 4.25414 1.42221 -5.97087
C 3.68464 1.20682 -4.73070
S 2.02299 0.46570 -4.64851
O 1.50717 1.55988 -3.65510
O 1.46009 0.69785 -5.99232
O 0.00890 -0.17849 -2.63192
H 3.86945 -0.96766 -1.22804
H 6.15187 2.40470 -2.75327
H 7.17534 2.83030 -4.98589
H 5.95031 2.19252 -7.03721
H 3.68717 1.15121 -6.85291
Te -2.43795 1.30024 -1.41980
C 0.58105 1.38507 2.10534
C 0.44708 1.39334 0.61678
O 0.13328 2.48739 0.00240
N 0.58307 0.32668 -0.13814
Te 1.57759 -2.14005 1.03028
C 2.02243 -3.83920 2.26914
C 3.08417 -3.76004 3.17719
C 3.97307 -2.54628 3.30072
C 3.32559 -4.82070 4.04975
C 2.54236 -5.96255 4.04900
C 2.81666 -7.10165 4.99430
C 1.50497 -6.03655 3.12831
C 1.23502 -5.00354 2.23716
C 0.09167 -5.17995 1.27384
C -0.40671 -1.96536 1.76080
C -0.63800 -1.78412 3.12780
C 0.47084 -1.70538 4.14419
C -1.95244 -1.66602 3.58307
C -3.03380 -1.71982 2.71957
C -4.44596 -1.59339 3.22596
C -2.77763 -1.89925 1.36482
C -1.48583 -2.03036 0.86582
C -1.32058 -2.28870 -0.60679
H 0.67979 2.40419 2.47688
H 1.44623 0.78882 2.39340
H -0.31030 0.92554 2.53903
H 4.07355 -1.99211 2.37168
H 4.96987 -2.84224 3.62980
H 3.57238 -1.84933 4.04248
H 4.15138 -4.74252 4.75078
H 3.55884 -6.82187 5.74198
H 3.19510 -7.97475 4.45782
H 1.90837 -7.40854 5.51592
H 0.88625 -6.92872 3.09681
H -0.15874 -6.23636 1.17209
H 0.34620 -4.78056 0.29009
H -0.80136 -4.64910 1.61100
H 1.34251 -1.18775 3.73980
H 0.80404 -2.70248 4.44236
H 0.12956 -1.17856 5.03617
H -2.12487 -1.51770 4.64468
H -4.46463 -1.45272 4.30680
H -5.02741 -2.48750 2.99182
H -4.95743 -0.74461 2.76629
H -3.60873 -1.94205 0.66629
H -2.18243 -1.90879 -1.15886
H -1.26154 -3.36593 -0.79207
H -0.43246 -1.82065 -1.02169
C -5.92012 2.35635 1.00025
N -4.59692 2.83175 1.27024
C -3.85617 1.89095 2.06180
P -1.74227 3.32713 -2.47235
O -0.22542 3.09738 -2.60587
N -2.29887 3.54195 -4.02456
C -1.71179 2.66118 -5.04075
C -3.74229 3.68237 -4.17124
N -2.16312 4.73639 -1.71916
C -2.11807 4.78457 -0.25635
C -1.67109 5.97286 -2.32901
H -5.88622 1.39778 0.46241
H -6.47478 3.07604 0.39968
H -6.47072 2.17237 1.93516
H -3.85902 0.88894 1.61141
H -4.30936 1.79824 3.06099
H -2.81952 2.20906 2.17095
H -0.63579 2.58252 -4.90683
H -1.91157 3.09153 -6.02320
H -2.14648 1.65557 -4.99822
H -4.13250 4.36875 -3.42196
H -4.25300 2.71621 -4.06484
H -3.95895 4.08198 -5.16347
H -2.53068 3.87012 0.15806
H -2.73836 5.61869 0.07602
H -1.09516 4.90987 0.10853
H -1.78210 5.92914 -3.40992
H -0.61725 6.14765 -2.08861
H -2.26026 6.80716 -1.94390
*
```

- E_LUMO (spin up / spin down) (eV) = 2.166 / 1.776
- relative energy (zero: lowest compared OMol25 entry of this formula, charge and spin) (kcal per mole) = 0.0
- molecular weight (g mol⁻¹) = 1193.759